Record 1
Entry from the Open Molecules 2025 dataset: C33H37BiN4O5S as an isolated structure (ωB97M-V/def2-TZVPD).

The value obtained for the HOMO energy is -12.40 eV. Its energy relative to the best compared isomer or geometry (same formula, charge and spin) is 0.000 eV. The molar mass comes out at 810.73 Da. The spin multiplicity is 1. For the total energy, the calculation gives -2487.31398 Ha. As for the total charge: +2.

```
81
Properties=species:S:1:pos:R:3:lowdin_charge:R:1
Bi -1.236 -0.559 -0.713 2.040
C -2.194 0.497 2.130 -0.158
C -3.187 1.256 1.263 -0.151
N -2.652 1.366 -0.103 -0.151
C -3.673 1.575 -1.138 -0.118
C -4.408 0.286 -1.427 -0.256
C -5.715 0.252 -1.874 0.017
C -6.290 -0.981 -2.147 0.001
C -5.554 -2.138 -1.946 0.016
C -4.249 -2.028 -1.492 -0.248
C -3.375 -3.246 -1.294 -0.131
N -2.269 -3.000 -0.365 -0.151
C -2.595 -3.147 1.064 -0.169
C -2.989 -1.815 1.691 -0.162
N -1.913 -0.818 1.519 -0.160
N -3.701 -0.835 -1.249 0.010
H -2.589 0.378 3.141 0.139
H -1.250 1.039 2.176 0.120
H -3.383 2.239 1.696 0.144
H -4.137 0.723 1.213 0.123
H -1.957 2.104 -0.176 0.113
H -3.164 1.906 -2.047 0.145
H -4.383 2.354 -0.854 0.141
H -6.276 1.168 -2.003 0.132
H -7.310 -1.042 -2.503 0.130
H -5.980 -3.114 -2.138 0.132
H -2.956 -3.514 -2.267 0.143
H -3.997 -4.088 -0.974 0.134
H -1.496 -3.613 -0.591 0.109
H -1.713 -3.529 1.575 0.120
H -3.409 -3.861 1.216 0.135
H -3.202 -1.958 2.753 0.142
H -3.892 -1.438 1.214 0.110
H -1.030 -1.196 1.866 0.081
O -0.260 1.660 -1.431 -0.131
C 0.542 1.587 -0.458 -0.622
O 0.359 0.663 0.426 -0.188
C 1.670 2.512 -0.318 -0.163
C 2.706 2.200 0.553 -0.024
C 3.814 3.033 0.692 0.041
C 3.819 4.186 -0.058 -0.198
O 4.752 5.157 -0.092 0.065
C 4.294 6.144 -1.024 -0.090
O 3.042 5.690 -1.539 0.053
C 2.778 4.503 -0.932 -0.194
C 1.697 3.686 -1.097 0.086
H 2.640 1.288 1.134 0.101
H 4.635 2.790 1.352 0.125
H 5.014 6.244 -1.836 0.145
H 4.161 7.097 -0.511 0.145
H 0.899 3.918 -1.789 0.136
O 0.291 -2.131 0.558 -0.696
S 1.556 -2.970 0.360 1.025
C 2.292 -3.087 2.041 -0.252
C 2.658 -1.798 2.703 -0.290
C 3.978 -1.351 2.695 -0.045
C 4.328 -0.180 3.350 -0.061
C 3.358 0.563 4.009 -0.068
C 2.040 0.128 4.017 -0.064
C 1.695 -1.049 3.372 -0.047
C 2.755 -1.892 -0.462 -0.256
C 2.240 -1.328 -1.761 -0.287
C 2.679 -0.068 -2.157 -0.035
C 2.276 0.470 -3.370 -0.046
C 1.428 -0.245 -4.204 -0.062
C 0.996 -1.507 -3.827 -0.081
C 1.400 -2.047 -2.610 -0.100
H 3.148 -3.754 1.918 0.108
H 1.516 -3.618 2.594 0.101
H 4.745 -1.940 2.203 0.124
H 5.362 0.140 3.362 0.116
H 3.630 1.471 4.530 0.116
H 1.288 0.702 4.543 0.111
H 0.677 -1.418 3.430 0.105
H 3.623 -2.536 -0.644 0.123
H 3.034 -1.101 0.234 0.085
H 3.350 0.492 -1.516 0.119
H 2.629 1.449 -3.664 0.120
H 1.120 0.175 -5.152 0.115
H 0.362 -2.084 -4.489 0.111
H 1.110 -3.063 -2.353 0.102
```

=====

Record 2
Entry from the Open Molecules 2025 dataset: C33H37IrN7O7P2 as an isolated structure (ωB97M-V/def2-TZVPD).

The value obtained for the HOMO energy (spin up / spin down) is -12.44 / -13.39 eV. Its energy relative to the best compared isomer or geometry (same formula, charge and spin) is 0.000 eV. The expectation value of S² is 8.79. The molar mass comes out at 897.87 Da. The spin multiplicity is 6. For the total energy, the calculation gives -2975.54136 Ha. As for the total charge: +2.

```
87
Properties=species:S:1:pos:R:3:lowdin_charge:R:1
Ir 0.277 0.036 1.084 1.086
C -1.665 1.283 -4.538 -0.072
C -1.655 -0.035 -4.302 -0.126
C -0.709 -1.015 -4.925 -0.156
C 0.742 -0.506 -5.102 -0.125
C 1.340 0.189 -3.901 -0.001
C 0.896 1.334 -3.336 0.040
C 0.489 2.522 -4.151 -0.105
C -0.601 2.135 -5.170 -0.143
C 1.629 1.184 2.142 -0.232
H -2.581 1.848 -4.341 0.105
H -2.556 -0.501 -3.886 0.104
H -1.093 -1.288 -5.927 0.146
H -0.715 -1.955 -4.351 0.111
H 1.350 -1.393 -5.346 0.135
H 0.793 0.133 -5.999 0.135
H 2.375 -0.150 -3.720 0.156
H 0.995 1.509 -2.265 0.094
H 1.378 2.897 -4.679 0.153
H 0.125 3.322 -3.496 0.134
H -1.064 3.066 -5.523 0.136
H -0.157 1.655 -6.054 0.112
H 0.970 1.916 2.646 0.030
H 2.413 1.720 1.585 0.008
H 2.079 0.515 2.895 0.022
P 1.806 -0.649 -0.284 0.862
P -1.412 -0.595 -0.199 0.867
N 2.862 0.638 -0.843 -0.227
N 2.964 -1.785 0.427 -0.212
N -2.209 0.861 -0.632 -0.214
N -2.744 -1.418 0.541 -0.223
C 0.863 -1.565 -1.549 -0.294
C -0.685 -1.672 -1.432 -0.280
C 2.509 1.998 -0.771 -0.204
C 3.487 2.750 -1.395 -0.041
C 4.490 1.846 -1.859 -0.036
C 4.088 0.559 -1.506 -0.096
C 3.721 -1.531 1.583 -0.125
C 4.445 -2.672 1.906 -0.044
C 4.175 -3.652 0.899 -0.046
C 3.283 -3.079 -0.002 -0.122
C -1.886 2.091 -0.045 -0.140
C -2.386 3.099 -0.839 -0.047
C -3.065 2.488 -1.928 -0.068
C -2.950 1.116 -1.775 -0.149
C -4.048 -1.529 0.032 -0.099
C -4.743 -2.442 0.808 -0.050
C -3.852 -2.924 1.819 -0.048
C -2.628 -2.307 1.619 -0.123
H 1.282 -2.576 -1.603 0.083
H 1.083 -1.083 -2.509 0.031
H -1.185 -1.513 -2.403 0.060
H -0.952 -2.697 -1.118 0.121
H 1.581 2.299 -0.307 0.090
H 3.463 3.823 -1.505 0.116
H 5.380 2.107 -2.397 0.109
H 4.574 -0.390 -1.630 0.117
H 3.668 -0.567 2.070 0.095
H 5.092 -2.780 2.769 0.115
H 4.584 -4.654 0.847 0.112
H 2.840 -3.488 -0.897 0.093
H -1.303 2.106 0.871 0.077
H -2.274 4.162 -0.656 0.116
H -3.543 2.982 -2.765 0.111
H -3.296 0.285 -2.374 0.092
H -4.353 -0.941 -0.823 0.096
H -5.767 -2.745 0.652 0.110
H -4.072 -3.640 2.588 0.106
H -1.685 -2.405 2.133 0.086
O -1.432 0.733 8.815 0.112
N -0.786 -0.100 8.142 -0.286
O -0.113 -1.008 8.672 0.114
C -0.811 0.002 6.690 -0.052
C -1.611 0.994 6.106 0.113
C -1.757 1.020 4.735 -0.017
C -1.002 0.182 3.865 -0.209
O -1.122 0.371 2.590 -0.170
C -0.109 -0.760 4.502 -0.022
C -0.076 -0.894 5.895 0.125
N 0.694 -1.630 3.701 -0.333
O 1.400 -2.485 4.256 0.101
O 0.575 -1.670 2.400 -0.223
N -2.601 2.026 4.063 -0.299
O -2.541 3.176 4.514 0.121
O -3.332 1.677 3.120 0.103
H -2.149 1.718 6.711 0.152
H 0.517 -1.680 6.361 0.145
```

=====

Record 3
Entry from the Open Molecules 2025 dataset: C33H38F3GaN12OSSi2 as an isolated structure (ωB97M-V/def2-TZVPD).

The value obtained for the HOMO energy is -2.30 eV. Its energy relative to the best compared isomer or geometry (same formula, charge and spin) is 0.871 eV. The molar mass comes out at 833.71 Da. The spin multiplicity is 1. For the total energy, the calculation gives -5214.45069 Ha. As for the total charge: -2.

```
91
Properties=species:S:1:pos:R:3:lowdin_charge:R:1
Ga 1.342 -0.617 1.432 0.317
N 3.881 0.150 3.406 0.149
C 2.728 -0.295 4.029 -0.454
N 2.622 -0.457 5.334 0.021
N 1.368 -0.925 5.514 -0.093
N 0.758 -1.043 4.394 -0.028
N 1.587 -0.625 3.411 0.007
C 4.237 -0.304 2.146 -0.448
N 5.488 -0.410 1.732 0.018
N 5.387 -0.886 0.477 -0.103
N 4.155 -1.062 0.156 -0.040
N 3.381 -0.696 1.200 -0.002
H 4.666 0.221 4.033 0.127
C 1.366 3.483 3.501 -0.176
Si 0.408 2.381 2.260 0.457
C -0.682 3.518 1.172 -0.158
C -0.767 1.466 3.424 -0.188
N 1.406 1.432 1.202 -0.077
C 2.168 2.073 0.248 -0.343
C 2.657 1.397 -0.890 -0.070
C 3.474 2.015 -1.817 -0.110
C 3.818 3.356 -1.692 -0.145
C 3.294 4.067 -0.623 -0.123
C 2.491 3.447 0.319 -0.068
H 0.668 3.856 4.255 0.019
H 1.873 4.347 3.065 0.004
H 2.122 2.883 4.016 0.023
H -1.522 3.919 1.747 0.020
H -1.082 2.947 0.330 0.005
H -0.127 4.361 0.755 0.015
H -1.715 1.999 3.528 0.020
H -0.326 1.381 4.417 0.026
H -0.980 0.463 3.065 0.003
H 2.377 0.362 -1.017 0.015
H 3.851 1.447 -2.661 0.080
H 4.476 3.835 -2.408 0.076
H 3.513 5.124 -0.511 0.087
H 2.116 4.036 1.143 0.052
F 0.175 -3.116 2.196 0.012
C 1.270 -2.730 1.456 -0.541
F 2.346 -3.130 2.244 -0.001
F 1.299 -3.619 0.422 -0.024
C 3.655 -1.314 -4.671 -0.096
N 2.904 -0.988 -3.473 -0.049
C 1.608 -1.342 -3.273 -0.840
S 1.079 -1.794 -1.772 0.807
N 0.777 -1.336 -4.360 -0.047
C 0.955 -0.407 -5.467 -0.101
H 4.670 -1.584 -4.386 0.085
H 3.702 -0.476 -5.372 0.067
H 3.210 -2.168 -5.186 0.084
H 3.420 -0.988 -2.602 0.091
H -0.177 -1.488 -4.063 0.100
H 1.436 -0.891 -6.323 0.066
H 1.566 0.444 -5.158 0.084
H -0.019 -0.036 -5.773 0.078
O -0.567 -0.520 0.975 -0.291
Si -1.907 -0.955 0.256 0.468
C -2.194 0.065 -1.331 -0.205
C -3.271 -0.168 -2.185 -0.103
C -3.522 0.657 -3.275 -0.116
C -2.703 1.752 -3.517 -0.124
C -1.621 1.999 -2.679 -0.091
C -1.373 1.162 -1.601 -0.093
C -3.451 -0.372 1.220 -0.185
C -3.397 0.848 1.897 -0.090
C -4.506 1.368 2.547 -0.090
C -5.706 0.671 2.538 -0.120
C -5.788 -0.536 1.858 -0.111
C -4.674 -1.046 1.204 -0.103
C -2.237 -2.800 -0.058 -0.216
C -2.673 -3.597 1.002 -0.111
C -2.953 -4.943 0.829 -0.096
C -2.797 -5.529 -0.420 -0.113
C -2.334 -4.764 -1.480 -0.100
C -2.061 -3.415 -1.297 -0.115
H -3.937 -1.004 -1.986 0.099
H -4.369 0.459 -3.925 0.087
H -2.911 2.416 -4.350 0.085
H -0.968 2.844 -2.870 0.100
H -0.526 1.348 -0.947 0.084
H -2.456 1.386 1.912 0.052
H -4.436 2.319 3.063 0.096
H -6.572 1.065 3.057 0.086
H -6.726 -1.082 1.839 0.088
H -4.759 -1.990 0.679 0.091
H -2.776 -3.153 1.987 0.112
H -3.289 -5.540 1.670 0.094
H -3.030 -6.578 -0.566 0.087
H -2.179 -5.218 -2.452 0.091
H -1.683 -2.830 -2.125 0.062
```

=====

Record 4
Entry from the Open Molecules 2025 dataset: C33H39BCl5N6OPrS3 as an isolated structure (ωB97M-V/def2-TZVPD).

The value obtained for the HOMO energy (spin up / spin down) is -13.09 / -13.10 eV. Its energy relative to the best compared isomer or geometry (same formula, charge and spin) is 0.140 eV. The expectation value of S² is 2.00. The molar mass comes out at 960.90 Da. The spin multiplicity is 3. For the total energy, the calculation gives -5721.73251 Ha. As for the total charge: +2.

```
89
Properties=species:S:1:pos:R:3:lowdin_charge:R:1
Pr 3.290 1.657 -0.036 0.559
C -1.388 3.843 -2.456 -0.033
C -1.049 2.393 -2.320 -0.227
C -1.526 1.436 -3.151 0.102
C -1.152 0.058 -3.012 -0.177
N -0.410 -0.332 -2.027 0.211
N 0.011 0.618 -1.150 0.030
B 0.499 0.018 0.092 -0.542
N -0.061 0.516 1.388 -0.006
N -1.381 0.710 1.309 0.211
C -2.008 1.056 2.401 -0.166
C -1.292 1.223 3.616 0.114
C 0.058 1.030 3.681 -0.210
C 0.848 1.199 4.940 -0.031
C 0.703 0.672 2.470 -0.559
S 2.399 0.414 2.334 0.774
C -3.513 1.224 2.265 -0.541
C -4.111 -0.168 1.993 -0.028
C -4.129 1.805 3.537 -0.048
C -3.805 2.154 1.080 -0.034
N 0.942 -1.404 0.048 0.017
N 0.013 -2.137 0.679 0.212
C 0.119 -3.436 0.634 -0.165
C 1.224 -4.032 -0.031 0.110
C 2.171 -3.278 -0.661 -0.218
C 3.339 -3.881 -1.375 -0.039
C 2.005 -1.866 -0.626 -0.565
S 3.077 -0.808 -1.458 0.724
C -1.026 -4.216 1.268 -0.539
C -0.717 -5.710 1.338 -0.048
C -1.289 -3.677 2.681 -0.033
C -2.270 -3.990 0.389 -0.028
C -0.150 1.960 -1.294 -0.565
S 0.719 3.030 -0.308 0.838
C -1.640 -0.985 -3.998 -0.546
C -1.090 -0.620 -5.387 -0.023
C -1.155 -2.379 -3.603 -0.046
C -3.177 -0.960 -4.018 -0.026
H -2.102 3.999 -3.261 0.096
H -0.491 4.431 -2.660 0.094
H -1.810 4.226 -1.524 0.092
H -2.196 1.717 -3.954 0.137
H -1.822 1.527 4.509 0.130
H 0.211 1.534 5.755 0.095
H 1.655 1.920 4.796 0.093
H 1.316 0.253 5.225 0.100
H -3.915 -0.853 2.823 0.091
H -3.695 -0.598 1.080 0.074
H -5.193 -0.083 1.876 0.098
H -4.008 1.140 4.396 0.092
H -5.200 1.937 3.381 0.099
H -3.711 2.785 3.784 0.098
H -3.395 1.750 0.153 0.071
H -3.384 3.150 1.247 0.094
H -4.884 2.260 0.961 0.097
H 1.322 -5.109 -0.036 0.129
H 3.340 -4.963 -1.265 0.095
H 4.277 -3.482 -0.984 0.092
H 3.309 -3.634 -2.438 0.094
H 0.177 -5.915 1.934 0.098
H -0.593 -6.154 0.348 0.091
H -1.552 -6.221 1.816 0.099
H -0.440 -3.873 3.342 0.095
H -2.165 -4.173 3.100 0.096
H -1.478 -2.602 2.662 0.064
H -2.112 -4.366 -0.626 0.088
H -2.516 -2.927 0.334 0.071
H -3.120 -4.522 0.817 0.098
H 0.002 -0.619 -5.390 0.096
H -1.440 0.358 -5.725 0.086
H -1.429 -1.359 -6.114 0.100
H -0.064 -2.430 -3.584 0.084
H -1.519 -3.101 -4.334 0.098
H -1.530 -2.666 -2.617 0.073
H -3.571 -0.023 -4.416 0.085
H -3.589 -1.114 -3.018 0.094
H -3.541 -1.763 -4.659 0.099
Cl 9.334 5.893 -0.020 0.745
C 7.758 5.236 0.039 -0.697
C 7.582 3.857 0.066 -0.692
Cl 8.915 2.785 0.040 0.750
C 6.290 3.359 0.116 -0.498
Cl 6.022 1.613 0.137 0.802
C 5.160 4.162 0.142 -0.409
O 3.932 3.611 0.197 -0.375
C 5.352 5.537 0.108 -0.601
Cl 3.957 6.536 0.131 0.766
C 6.637 6.073 0.058 -0.681
Cl 6.840 7.766 0.020 0.755
```

=====

Record 5
Entry from the Open Molecules 2025 dataset: C33H39BrCeN5OS as an isolated structure (ωB97M-V/def2-TZVPD).

The value obtained for the HOMO energy (spin up / spin down) is -12.47 / -12.47 eV. Its energy relative to the best compared isomer or geometry (same formula, charge and spin) is 0.170 eV. The expectation value of S² is 0.75. The molar mass comes out at 773.80 Da. The spin multiplicity is 2. For the total energy, the calculation gives -5076.81412 Ha. As for the total charge: +2.

```
81
Properties=species:S:1:pos:R:3:lowdin_charge:R:1
Ce -0.418 1.250 -0.459 1.101
C 3.008 -2.193 3.303 -0.062
C 1.613 -2.319 2.649 -0.366
C 1.206 -3.826 2.680 -0.056
C 0.575 -1.491 3.383 -0.142
C 0.412 -1.739 4.737 -0.037
C -0.425 -0.984 5.548 -0.044
C -0.971 0.184 5.008 -0.033
C -0.828 0.507 3.654 -0.139
C -1.297 1.895 3.220 -0.341
C -2.679 1.865 2.525 -0.036
C -0.166 2.696 2.480 -0.041
C -0.257 -0.492 2.778 -0.180
N -0.444 -0.450 1.401 -0.064
C -0.867 -1.631 0.776 -0.032
C -0.726 -1.872 -0.578 -0.320
C -1.315 -2.974 -1.341 0.036
C -1.027 -2.734 -2.689 0.005
C -0.351 -1.497 -2.744 -0.222
N -0.137 -0.982 -1.484 -0.048
C 0.045 -0.768 -4.004 -0.527
C -1.039 -1.024 -5.094 -0.030
C 0.130 0.764 -3.733 -0.034
C 1.381 -1.348 -4.482 -0.024
H 3.719 -2.859 2.783 0.087
H 3.006 -2.499 4.374 0.086
H 3.368 -1.142 3.261 0.088
H 1.647 -1.955 1.630 0.101
H 1.669 -4.321 3.552 0.087
H 1.556 -4.366 1.789 0.080
H 0.122 -3.965 2.734 0.073
H 0.973 -2.558 5.195 0.124
H -0.635 -1.305 6.562 0.115
H -1.492 0.853 5.683 0.118
H -1.435 2.435 4.178 0.139
H -2.609 1.478 1.505 0.028
H -3.040 2.897 2.457 0.088
H -3.396 1.208 3.081 0.117
H 0.347 2.046 1.698 0.013
H 0.636 3.048 3.168 0.119
H -0.666 3.548 1.993 0.074
H -1.490 -2.300 1.339 0.146
H -1.931 -3.742 -0.924 0.113
H -1.281 -3.356 -3.514 0.111
H -2.033 -0.712 -4.735 0.091
H -1.020 -2.063 -5.450 0.094
H -0.780 -0.353 -5.932 0.098
H -0.868 1.161 -3.574 0.073
H 0.522 1.249 -4.632 0.111
H 0.792 0.997 -2.884 0.041
H 1.316 -2.449 -4.552 0.101
H 2.226 -1.114 -3.808 0.089
H 1.630 -0.930 -5.495 0.111
O -6.767 2.081 -1.825 0.131
C -5.493 1.720 -1.610 -0.242
C -5.086 0.335 -1.514 0.065
C -3.753 0.061 -1.360 -0.048
N -2.844 1.074 -1.181 -0.105
C -3.196 2.359 -1.306 -0.585
Br -1.832 3.800 -1.166 0.914
C -4.516 2.714 -1.548 0.003
H -7.360 1.302 -1.805 0.152
H -5.802 -0.485 -1.543 0.138
H -3.342 -0.945 -1.323 0.125
H -4.799 3.754 -1.668 0.136
N 1.798 4.417 -0.803 0.118
C 2.554 3.320 -0.715 -0.637
N 2.048 2.065 -0.799 -0.057
C 3.091 1.127 -0.707 -0.286
C 3.034 -0.275 -0.734 -0.025
C 4.208 -1.050 -0.686 -0.059
C 5.457 -0.450 -0.677 -0.062
C 5.561 0.948 -0.658 -0.057
C 4.397 1.746 -0.643 -0.441
S 4.297 3.486 -0.513 1.145
H 0.774 4.346 -0.811 0.042
H 2.217 5.334 -0.653 0.129
H 2.058 -0.769 -0.777 0.082
H 4.146 -2.138 -0.621 0.119
H 6.333 -1.063 -0.723 0.111
H 6.534 1.418 -0.648 0.114
```

=====

total charge of number 4 (C33H39BCl5N6OPrS3)? +2

=====

Among the records above, which one has the highest molar mass? C33H39BCl5N6OPrS3

=====

Which of these has the highest energy relative to the best compared isomer or geometry (same formula, charge and spin)? C33H38F3GaN12OSSi2